Entry 1:
C11H13NO3S | ωB97M-V/def2-TZVPD

Computed properties:
**Net charge**: 0
**Spin multiplicity**: 1
**Largest force on an atom**: 0.747 eV/Å
**LUMO**: 0.6 eV
**Relative energy (zero: lowest compared OMol25 entry of this formula, charge and spin)**: 0.0 kJ/mol
**SMILES string**: COC(=O)[C@@H]1CCCN1C(=O)c1cccs1

Last columns: bonded neighbours and bond lengths (Å).
Positions of all 29 atoms, in Å:
1 C -3.41437 -2.37579 -0.16726  O2 1.421, H17 1.091, H18 1.087, H19 1.092
2 O -2.86553 -1.21008 0.43275  C1 1.421, C3 1.329
3 C -2.01964 -0.51379 -0.32014  O2 1.329, O4 1.203, C5 1.530
4 O -1.82092 -0.70054 -1.49160  C3 1.203
5 C -1.43702 0.66911 0.45527  C3 1.530, C6 1.528, N9 1.457, H20 1.097
6 C -1.85152 2.01555 -0.13515  C5 1.528, C7 1.526, H21 1.091, H22 1.087
7 C -0.66181 2.90968 0.20327  C6 1.526, C8 1.529, H23 1.091, H24 1.088
8 C 0.53448 1.97964 0.00089  C7 1.529, N9 1.447, H25 1.096, H26 1.093
9 N 0.01349 0.66826 0.32148  C5 1.457, C8 1.447, C10 1.348
10 C 0.62927 -0.53106 0.35046  N9 1.348, O11 1.228, C12 1.466
11 O -0.02967 -1.54400 0.56922  C10 1.228
12 C 2.07659 -0.64135 0.14327  C10 1.466, C13 1.371, S16 1.736
13 C 2.73957 -1.83788 0.24143  C12 1.371, C14 1.405, H27 1.075
14 C 4.11697 -1.74062 -0.01975  C13 1.405, C15 1.360, H28 1.075
15 C 4.49773 -0.47074 -0.32174  C14 1.360, S16 1.714, H29 1.072
16 S 3.18160 0.62612 -0.28888  C12 1.736, C15 1.714
17 H -2.62713 -3.11934 -0.30137  C1 1.091
18 H -4.17556 -2.74259 0.51635  C1 1.087
19 H -3.84811 -2.13395 -1.13980  C1 1.092
20 H -1.72151 0.56487 1.50941  C5 1.097
21 H -1.95185 1.91103 -1.21687  C6 1.091
22 H -2.79002 2.37630 0.27904  C6 1.087
23 H -0.71810 3.22627 1.24540  C7 1.091
24 H -0.60507 3.79329 -0.42836  C7 1.088
25 H 0.88157 2.00930 -1.03861  C8 1.096
26 H 1.36955 2.24036 0.65635  C8 1.093
27 H 2.22663 -2.74742 0.49522  C13 1.075
28 H 4.79394 -2.57499 0.01302  C14 1.075
29 H 5.47644 -0.10565 -0.56333  C15 1.072

Mulliken population analysis, charges in e, atoms 1 to 6: -0.7052, -0.3309, 0.2753, -0.6266, 0.3415, -0.8198

=====

Entry 2:
C7H8S | ωB97M-V/def2-TZVPD

Computed properties:
**Net charge**: 0
**Spin multiplicity**: 1
**Largest force on an atom**: 1.611 eV/Å
**LUMO**: -1.3 eV
**Relative energy (zero: lowest compared OMol25 entry of this formula, charge and spin)**: 70.2 kJ/mol
**SMILES string**: CCC1=CC(=S)C=C1

Last columns: bonded neighbours and bond lengths (Å).
Positions of all 16 atoms, in Å:
1 C 3.05613 -1.15798 -0.00364  C2 1.534, H9 1.060, H10 1.114, H11 1.085
2 C 2.50349 0.27293 0.00295  C1 1.534, C3 1.490, H12 1.098, H13 1.092
3 C 1.01651 0.37371 -0.00170  C2 1.490, C4 1.351, C8 1.494
4 C 0.09436 -0.61381 0.00733  C3 1.351, C5 1.469, H14 1.065
5 C -1.24280 -0.00633 -0.00534  C4 1.469, S6 1.619, C7 1.482
6 S -2.67120 -0.76846 -0.00102  C5 1.619
7 C -1.02368 1.45927 0.00897  C5 1.482, C8 1.332, H15 1.086
8 C 0.28958 1.67860 -0.00544  C3 1.494, C7 1.332, H16 1.073
9 H 2.74378 -1.68209 -0.87024  C1 1.060
10 H 2.72023 -1.70988 0.90335  C1 1.114
11 H 4.14134 -1.15090 -0.00518  C1 1.085
12 H 2.90692 0.81402 -0.86302  C2 1.098
13 H 2.87275 0.84089 0.85949  C2 1.092
14 H 0.25801 -1.66618 -0.02027  C4 1.065
15 H -1.83956 2.17529 -0.00440  C7 1.086
16 H 0.77404 2.63584 -0.00205  C8 1.073

Mulliken population analysis, charges in e, atoms 1 to 6: -1.3836, -0.0301, 0.4487, -0.4121, 0.0798, -0.2552

=====

Entry 3:
C4H6OS | ωB97M-V/def2-TZVPD

Computed properties:
**Net charge**: 0
**Spin multiplicity**: 1
**Largest force on an atom**: 5.695 eV/Å
**LUMO**: 0.8 eV
**Relative energy (zero: lowest compared OMol25 entry of this formula, charge and spin)**: 360.5 kJ/mol

Last columns: bonded neighbours and bond lengths (Å).
Positions of all 12 atoms, in Å:
1 C -2.08531 0.24139 0.39796  C3 1.313, H7 1.085, H8 1.120
2 C 2.01521 0.33424 0.36012  C4 1.334, H9 1.162, H10 0.988
3 C -1.42521 0.01170 -0.71304  C1 1.313, S6 1.950, H11 1.001
4 C 1.30486 -0.05285 -0.70017  C2 1.334, S6 1.837, H12 1.135
5 O -0.10268 -1.69997 0.92780  S6 1.455
6 S -0.01290 -1.31162 -0.47107  C3 1.950, C4 1.837, O5 1.455
7 H -2.65443 1.14635 0.58610  C1 1.085
8 H -2.06915 -0.51353 1.22449  C1 1.120
9 H 3.00624 0.94010 0.36746  C2 1.162
10 H 1.73923 0.19064 1.29758  C2 0.988
11 H -1.15822 0.62305 -1.45956  C3 1.001
12 H 1.44237 0.09049 -1.81767  C4 1.135

Mulliken population analysis, charges in e, atoms 1 to 6: -0.4293, -0.5713, -0.3814, -0.1830, -0.5768, 0.4117

=====

Entry 4:
C4H11NO | ωB97M-V/def2-TZVPD

Computed properties:
**<S²>**: 0.76
**Net charge**: +1
**Spin multiplicity**: 2
**Largest force on an atom**: 5.650 eV/Å
**LUMO (spin up / spin down)**: -4.9 / -9.5 eV
**Relative energy (zero: lowest compared OMol25 entry of this formula, charge and spin)**: 298.7 kJ/mol

Last columns: bonded neighbours and bond lengths (Å).
Positions of all 17 atoms, in Å:
1 C -1.14259 -2.54034 0.70978  C2 1.450, H7 1.192, H8 1.116, H9 1.216
2 C -0.08175 -1.56353 0.55603  C1 1.450, O3 1.257, N4 1.406
3 O -0.23509 -0.36881 0.19600  C2 1.257
4 N 1.23990 -1.91219 0.88517  C2 1.406, H5 0.976, H6 1.025
5 H 1.94910 -1.37064 0.48874  N4 0.976
6 H 1.55992 -2.76844 1.34839  N4 1.025
7 H -1.62579 -2.19959 1.74485  C1 1.192
8 H -0.71396 -3.54231 0.47140  C1 1.116
9 H -1.93928 -2.16397 -0.12795  C1 1.216
10 C 0.57581 3.08883 -0.49327  C11 1.552, H12 1.049, H13 1.111, H14 1.133
11 C -0.35993 2.79002 -1.69511  C10 1.552, H15 1.157, H16 1.088, H17 1.161
12 H 1.37426 3.69460 -0.80448  C10 1.049
13 H 0.04632 3.66015 0.29831  C10 1.111
14 H 0.74685 2.17578 0.15476  C10 1.133
15 H -0.90335 3.78738 -1.91495  C11 1.157
16 H -1.23726 2.27974 -1.30375  C11 1.088
17 H -0.00463 2.13327 -2.58407  C11 1.161

Mulliken population analysis, charges in e, atoms 1 to 6: -0.8139, 0.6755, -0.1303, -0.3150, 0.2522, 0.2531

=====

Entry 5:
C12H18Cl2NOPS | ωB97M-V/def2-TZVPD

Computed properties:
**Net charge**: 0
**Spin multiplicity**: 1
**Largest force on an atom**: 5.427 eV/Å
**LUMO**: 0.6 eV
**Relative energy (zero: lowest compared OMol25 entry of this formula, charge and spin)**: 193.8 kJ/mol
**SMILES string**: CC[C@@H](C)[P@@](=S)(CCl)Oc1cc(N)c(C)cc1Cl

Last columns: bonded neighbours and bond lengths (Å).
Positions of all 36 atoms, in Å:
1 C 0.44077 -3.43332 -0.62300  C2 1.555, H19 1.063, H20 1.107, H21 1.043
2 C -1.01263 -3.52881 -1.16804  C1 1.555, C3 1.619, H22 1.121, H23 1.163
3 C -1.54944 -2.11663 -1.75044  C2 1.619, C4 1.546, P5 1.795, H24 1.139
4 C -2.94176 -2.30791 -2.39510  C3 1.546, H25 1.192, H26 1.094, H27 1.131
5 P -1.33356 -0.74298 -0.61507  C3 1.795, S6 1.994, C7 1.884, O9 1.635
6 S -2.64260 0.71352 -0.99071  P5 1.994
7 C -1.58119 -1.19261 1.19815  P5 1.884, Cl8 1.738, H28 1.112, H29 1.150
8 Cl -2.35957 0.09978 2.06067  C7 1.738
9 O 0.15108 -0.12003 -0.89947  P5 1.635, C10 1.336
10 C 0.71872 0.87920 -0.21889  O9 1.336, C11 1.451, C17 1.401
11 C -0.04717 1.91735 0.44527  C10 1.451, C12 1.451, H30 1.053
12 C 0.76173 2.86834 1.18535  C11 1.451, N13 1.434, C14 1.410
13 N -0.02756 3.88271 1.82227  C12 1.434, H31 1.048, H32 0.991
14 C 2.17093 2.88023 1.13671  C12 1.410, C15 1.553, C16 1.401
15 C 3.02796 3.97889 1.82179  C14 1.553, H33 1.111, H34 1.080, H35 1.101
16 C 2.80883 1.81438 0.48829  C14 1.401, C17 1.397, H36 1.076
17 C 2.11809 0.81890 -0.20793  C10 1.401, C16 1.397, Cl18 1.725
18 Cl 3.01871 -0.40142 -1.03036  C17 1.725
19 H 1.04480 -2.80849 -1.23448  C1 1.063
20 H 0.57732 -2.91777 0.34691  C1 1.107
21 H 0.96100 -4.33676 -0.64265  C1 1.043
22 H -1.67385 -3.96945 -0.37700  C2 1.121
23 H -1.14879 -4.25366 -2.06737  C2 1.163
24 H -0.97706 -1.73323 -2.65736  C3 1.139
25 H -3.52824 -1.31068 -2.68077  C4 1.192
26 H -3.46664 -2.92231 -1.65800  C4 1.094
27 H -2.65870 -2.97039 -3.26731  C4 1.131
28 H -0.55514 -1.36284 1.59253  C7 1.112
29 H -2.21440 -2.15264 1.18183  C7 1.150
30 H -1.08940 1.81829 0.55729  C11 1.053
31 H 0.42073 4.13062 2.73619  N13 1.048
32 H -0.97974 4.03473 1.59498  N13 0.991
33 H 2.63268 4.20401 2.83561  C15 1.111
34 H 2.94248 4.85711 1.19957  C15 1.080
35 H 4.11859 3.90327 1.95051  C15 1.101
36 H 3.87302 1.78060 0.33003  C16 1.076

Mulliken population analysis, charges in e, atoms 1 to 6: -1.1259, -0.5715, 0.3767, -1.3009, 0.2147, -0.4145

=====

Entry 6:
C3H5NS | ωB97M-V/def2-TZVPD

Computed properties:
**Net charge**: 0
**Spin multiplicity**: 1
**Largest force on an atom**: 5.114 eV/Å
**LUMO**: 0.6 eV
**Relative energy (zero: lowest compared OMol25 entry of this formula, charge and spin)**: 50.9 kJ/mol
**SMILES string**: C[C@@H](S)C#N

Last columns: bonded neighbours and bond lengths (Å).
Positions of all 10 atoms, in Å:
1 C -0.27954 1.10017 -0.16340  C2 1.577, H6 1.118, H7 1.087, H8 1.121
2 C -0.08038 -0.33744 0.45427  C1 1.577, S3 1.741, C4 1.515, H9 1.169
3 S -1.39520 -1.38916 0.01236  C2 1.741, H10 1.345
4 C 1.33187 -0.81341 0.18370  C2 1.515, N5 1.152
5 N 2.32440 -1.30016 -0.14218  C4 1.152
6 H -1.21460 1.53313 0.27028  C1 1.118
7 H -0.44252 1.03836 -1.23683  C1 1.087
8 H 0.50604 1.83934 0.14114  C1 1.121
9 H -0.05509 -0.17310 1.61163  C2 1.169
10 H -0.69499 -1.49770 -1.13098  S3 1.345

Mulliken population analysis, charges in e, atoms 1 to 6: -0.9934, 0.0836, -0.1330, 0.0906, -0.3804, 0.3149